Density functional theory data (ωB97M-V/def2-TZVPD) for a cluster of 10 separate species, C22H46Br19P in total.

Values from the calculation:
SMILES: CCCCPBr.BrCCBr.BrCCBr.BrCCBr.BrCCBr.BrCCBr.BrCCBr.BrCCBr.BrCCBr.BrCCBr
HOMO energy: -8.86 eV
Orbital gap: 9.085 eV
E_tot: -1363658.2906 eV

Last column: Mulliken charge in e.
Cartesian coordinates (Å):
1 C -4.34 -0.84 0.03  -0.434
2 C -3.61 -2.14 0.36  -0.621
3 C -2.46 -2.35 -0.62  0.085
4 C -1.78 -3.72 -0.52  -0.797
5 P -0.01 -3.86 -0.98  0.043
6 Br 0.05 -2.27 -2.55  -0.072
7 H -5.06 -0.54 0.79  0.340
8 H -3.61 -0.04 -0.10  -0.290
9 H -4.86 -0.95 -0.93  0.301
10 H -4.30 -2.99 0.31  0.329
11 H -3.21 -2.10 1.38  0.114
12 H -1.72 -1.56 -0.47  0.323
13 H -2.85 -2.24 -1.64  0.036
14 H -2.30 -4.45 -1.16  0.393
15 H -1.85 -4.10 0.51  0.424
16 H 0.48 -3.08 0.09  -0.097
17 Br -6.38 2.42 1.17  -0.161
18 C -4.99 3.76 1.42  -0.396
19 C -3.66 3.31 0.89  -0.155
20 Br -2.81 1.99 2.03  -0.097
21 H -4.96 3.97 2.49  0.256
22 H -5.34 4.64 0.88  0.242
23 H -2.97 4.16 0.85  0.371
24 H -3.74 2.87 -0.10  -0.102
25 Br -0.84 -3.42 -6.36  -0.108
26 C 1.02 -2.87 -6.30  -0.290
27 C 1.29 -1.68 -7.18  -0.467
28 Br 1.30 -2.14 -9.07  -0.151
29 H 1.61 -3.74 -6.59  0.413
30 H 1.22 -2.62 -5.26  0.030
31 H 2.27 -1.27 -6.97  0.387
32 H 0.53 -0.92 -7.06  0.139
33 Br 1.84 -3.55 2.50  -0.131
34 C 3.75 -3.20 2.41  -0.575
35 C 4.07 -2.27 1.27  -0.332
36 Br 3.90 -3.15 -0.45  -0.118
37 H 4.23 -4.17 2.31  0.383
38 H 4.02 -2.75 3.36  0.374
39 H 5.11 -1.95 1.34  0.023
40 H 3.41 -1.41 1.25  0.397
41 Br -8.58 6.32 3.58  -0.121
42 C -7.28 7.73 3.85  -0.606
43 C -5.92 7.34 3.34  -0.512
44 Br -5.05 6.03 4.48  -0.131
45 H -7.26 7.94 4.92  0.376
46 H -7.65 8.60 3.31  0.352
47 H -5.26 8.20 3.31  0.377
48 H -5.98 6.89 2.35  0.276
49 Br 0.89 0.34 4.00  -0.132
50 C 0.17 -0.74 5.45  -0.620
51 C -0.71 -1.84 4.94  -0.132
52 Br -2.43 -1.17 4.33  -0.155
53 H -0.36 -0.06 6.11  0.401
54 H 1.03 -1.16 5.97  0.333
55 H -0.93 -2.56 5.73  0.368
56 H -0.26 -2.35 4.09  -0.098
57 Br 8.79 -3.23 -2.18  -0.120
58 C 7.55 -1.84 -1.65  -0.230
59 C 8.03 -1.07 -0.45  -0.605
60 Br 7.89 -2.12 1.18  -0.121
61 H 6.59 -2.32 -1.46  0.013
62 H 7.45 -1.17 -2.51  0.348
63 H 7.43 -0.18 -0.29  0.342
64 H 9.08 -0.79 -0.54  0.414
65 Br -1.97 1.43 -1.44  -0.138
66 C -3.17 1.14 -2.93  -0.454
67 C -2.71 0.02 -3.83  0.129
68 Br -1.16 0.48 -4.91  -0.181
69 H -3.25 2.09 -3.46  0.346
70 H -4.14 0.88 -2.50  0.366
71 H -3.49 -0.26 -4.53  0.466
72 H -2.40 -0.86 -3.26  -0.522
73 Br -4.48 5.08 -2.64  -0.155
74 C -3.09 6.21 -3.40  -0.584
75 C -2.80 5.85 -4.83  -0.607
76 Br -1.84 4.16 -4.95  -0.103
77 H -2.21 6.09 -2.77  0.370
78 H -3.45 7.23 -3.33  0.372
79 H -2.16 6.60 -5.30  0.349
80 H -3.71 5.73 -5.42  0.351
81 Br 7.49 -5.01 5.09  -0.132
82 C 9.43 -4.94 5.00  -0.580
83 C 9.91 -4.28 3.74  -0.495
84 Br 9.68 -5.41 2.18  -0.095
85 H 9.78 -5.96 5.08  0.376
86 H 9.75 -4.37 5.87  0.351
87 H 10.97 -4.06 3.80  0.351
88 H 9.36 -3.36 3.53  0.191

Density functional theory data (ωB97M-V/def2-TZVPD) for a cluster of 4 separate species, C22H46F3O12S in total.

Values from the calculation:
HOMO energy: -5.25 eV
Orbital gap: 7.064 eV
Charge: -1
E_tot: -67111.6275 eV

Last column: Mulliken charge in e.
Cartesian coordinates (Å):
1 O 6.79 -2.99 1.87  -0.728
2 S 6.03 -3.08 0.62  1.198
3 O 6.87 -2.75 -0.52  -0.693
4 O 5.32 -4.35 0.50  -0.685
5 C 4.83 -1.76 0.71  -0.826
6 C 3.66 -2.11 1.66  -0.798
7 C 2.48 -2.55 0.86  0.256
8 F 1.54 -1.63 0.51  -0.134
9 C 2.36 -3.85 0.47  0.298
10 F 2.22 -4.82 1.36  -0.217
11 F 2.44 -4.30 -0.76  -0.218
12 H 4.42 -1.56 -0.28  0.430
13 H 5.34 -0.87 1.07  0.391
14 H 3.37 -1.19 2.18  0.316
15 H 3.91 -2.88 2.38  0.431
16 C -5.95 0.04 -0.98  -0.801
17 O -4.67 0.34 -1.48  -0.300
18 C -4.40 1.73 -1.49  -0.506
19 C -2.92 2.00 -1.28  -0.379
20 O -2.48 1.83 0.06  -0.468
21 C -2.34 0.49 0.54  -0.404
22 C -1.18 -0.27 -0.05  -0.408
23 O -1.49 -0.72 -1.36  -0.308
24 C -0.35 -0.92 -2.16  -0.674
25 H -6.73 0.42 -1.64  0.327
26 H -6.04 -1.05 -0.93  0.343
27 H -6.09 0.44 0.03  0.303
28 H -4.97 2.24 -0.71  0.312
29 H -4.69 2.13 -2.47  0.386
30 H -2.76 3.06 -1.49  0.402
31 H -2.31 1.43 -1.98  0.142
32 H -3.28 -0.06 0.43  0.137
33 H -2.16 0.60 1.61  0.413
34 H -0.97 -1.14 0.57  0.347
35 H -0.30 0.38 -0.07  0.331
36 H 0.24 0.00 -2.23  0.332
37 H -0.68 -1.20 -3.16  0.267
38 H 0.28 -1.72 -1.75  0.204
39 C 11.32 3.20 -1.65  -0.785
40 O 10.68 1.95 -1.66  -0.244
41 C 10.51 1.42 -2.96  -0.572
42 C 10.56 -0.10 -2.96  -0.306
43 O 11.87 -0.64 -2.80  -0.468
44 C 12.45 -0.58 -1.51  -0.340
45 C 11.81 -1.51 -0.50  -0.573
46 O 10.59 -0.99 -0.04  -0.262
47 C 9.70 -2.00 0.43  -0.715
48 H 10.69 3.96 -2.14  0.323
49 H 11.48 3.48 -0.61  0.228
50 H 12.29 3.15 -2.15  0.339
51 H 11.29 1.80 -3.63  0.352
52 H 9.53 1.74 -3.34  0.375
53 H 10.23 -0.43 -3.95  0.386
54 H 9.87 -0.52 -2.23  0.145
55 H 12.47 0.45 -1.13  0.146
56 H 13.48 -0.90 -1.65  0.395
57 H 12.49 -1.63 0.36  0.394
58 H 11.65 -2.49 -0.97  0.331
59 H 9.49 -2.73 -0.36  0.344
60 H 8.76 -1.53 0.69  0.152
61 H 10.12 -2.50 1.31  0.339
62 C -9.49 1.35 4.65  -0.777
63 O -10.16 1.81 3.49  -0.272
64 C -9.28 2.41 2.55  -0.542
65 C -9.77 2.21 1.14  -0.378
66 O -9.57 0.90 0.63  -0.404
67 C -10.42 -0.13 1.12  -0.392
68 C -11.85 -0.05 0.65  -0.601
69 O -12.57 0.94 1.38  -0.262
70 C -13.67 1.44 0.66  -0.779
71 H -9.07 2.18 5.22  0.328
72 H -10.22 0.83 5.26  0.231
73 H -8.69 0.64 4.38  0.341
74 H -8.27 1.99 2.65  0.343
75 H -9.24 3.49 2.77  0.377
76 H -9.17 2.86 0.49  0.416
77 H -10.81 2.52 1.03  0.136
78 H -10.36 -0.20 2.21  0.170
79 H -9.99 -1.05 0.72  0.409
80 H -12.34 -1.02 0.82  0.406
81 H -11.86 0.18 -0.42  0.357
82 H -13.35 1.87 -0.30  0.338
83 H -14.12 2.24 1.25  0.234
84 H -14.42 0.66 0.48  0.319

Density functional theory data (ωB97M-V/def2-TZVPD) for the molecule C22H46FNO2S.

Values from the calculation:
SMILES: CCCCCCCCCCCCCCCCCCN([C@@H](C)CC)S(=O)(=O)F
HOMO energy: -10.24 eV
Orbital gap: 10.640 eV
E_tot: -42697.1743 eV

Last column: Mulliken charge in e.
Cartesian coordinates (Å):
1 C -4.91 5.84 -1.45  -1.549
2 C -4.02 4.64 -1.74  0.132
3 C -4.82 3.31 -1.69  -0.706
4 C -4.31 2.26 -2.70  -0.731
5 C -3.32 1.26 -2.10  -1.192
6 C -1.93 1.84 -1.77  -0.648
7 C -1.18 2.40 -3.00  -0.705
8 C -0.51 3.76 -2.71  -0.743
9 C 1.02 3.73 -2.57  -0.953
10 C 1.58 2.46 -1.91  0.018
11 C 2.79 2.79 -0.99  -1.207
12 C 2.40 2.68 0.50  -0.671
13 C 2.78 1.28 1.01  -0.696
14 C 2.12 0.90 2.34  -0.831
15 C 2.24 -0.63 2.53  0.022
16 C 1.23 -1.06 3.59  -0.979
17 C 1.13 -2.57 3.89  -0.982
18 C 0.88 -3.45 2.65  -0.840
19 N 1.86 -4.55 2.44  0.118
20 C 1.51 -5.50 1.33  0.235
21 C 1.75 -6.94 1.87  -1.550
22 C 0.08 -5.42 0.80  -0.540
23 C 0.03 -6.24 -0.52  -1.431
24 S 3.41 -4.05 2.16  1.192
25 O 4.20 -5.15 1.81  -0.598
26 O 3.94 -3.26 3.21  -0.592
27 F 3.27 -3.20 0.84  -0.255
28 H -5.66 5.94 -2.23  0.380
29 H -5.45 5.70 -0.51  0.334
30 H -4.30 6.73 -1.41  0.413
31 H -3.63 4.72 -2.75  0.196
32 H -3.20 4.56 -1.03  0.157
33 H -4.85 2.92 -0.68  0.286
34 H -5.84 3.56 -1.98  0.438
35 H -3.93 2.78 -3.58  0.362
36 H -5.18 1.68 -3.02  0.381
37 H -3.75 0.94 -1.15  0.387
38 H -3.22 0.36 -2.71  0.396
39 H -1.35 1.02 -1.35  0.382
40 H -2.05 2.57 -0.98  0.438
41 H -0.46 1.68 -3.38  0.463
42 H -1.90 2.55 -3.80  0.536
43 H -0.77 4.43 -3.53  0.290
44 H -0.94 4.23 -1.82  0.311
45 H 1.30 4.56 -1.92  0.474
46 H 1.53 3.92 -3.52  0.281
47 H 1.89 1.73 -2.66  0.453
48 H 0.80 1.99 -1.32  -0.123
49 H 3.16 3.78 -1.23  0.500
50 H 3.59 2.10 -1.24  0.457
51 H 2.92 3.47 1.03  0.451
52 H 1.32 2.77 0.58  0.317
53 H 2.52 0.56 0.24  0.408
54 H 3.87 1.26 1.10  0.251
55 H 2.70 1.41 3.11  0.282
56 H 1.08 1.23 2.37  0.480
57 H 3.27 -0.81 2.82  0.216
58 H 2.00 -1.05 1.56  0.170
59 H 1.33 -0.49 4.51  0.449
60 H 0.24 -0.80 3.19  0.305
61 H 0.26 -2.66 4.55  0.413
62 H 1.96 -2.94 4.49  0.459
63 H -0.11 -3.85 2.79  0.435
64 H 0.83 -2.84 1.74  0.455
65 H 2.17 -5.43 0.47  0.404
66 H 0.91 -7.59 1.62  0.422
67 H 1.86 -6.94 2.95  0.415
68 H 2.63 -7.38 1.42  0.276
69 H -0.25 -4.42 0.54  0.364
70 H -0.58 -5.92 1.50  0.408
71 H -0.93 -6.72 -0.67  0.341
72 H 0.85 -6.94 -0.61  0.353
73 H 0.16 -5.52 -1.34  0.417

Density functional theory data (ωB97M-V/def2-TZVPD) for a cluster of 3 separate species, C22H46N3O2 in total.

Values from the calculation:
HOMO energy: -10.11 eV
Orbital gap: 5.396 eV
Charge: +1
E_tot: -32113.4264 eV

Last column: Mulliken charge in e.
Cartesian coordinates (Å):
1 C -0.47 3.02 2.36  -0.724
2 C -0.75 1.56 3.01  -0.426
3 O 0.32 0.69 2.55  -0.137
4 C -0.17 -0.56 2.04  -0.870
5 C -0.95 -0.40 0.61  0.236
6 O -0.38 -1.41 -0.26  -0.414
7 C -0.16 -0.92 -1.59  -0.276
8 C 1.12 0.09 -1.57  0.492
9 C 2.56 -0.36 -1.25  -0.432
10 C 3.66 0.76 -1.23  -0.142
11 C 3.24 2.22 -1.54  -0.496
12 C 1.76 2.55 -1.84  -0.166
13 N 0.80 1.49 -1.84  -0.002
14 H 0.08 3.69 3.09  0.310
15 H 0.23 2.85 1.47  0.070
16 H -1.43 3.49 1.93  0.287
17 H -0.75 1.72 4.15  0.297
18 H -1.79 1.14 2.73  0.395
19 H -0.87 -1.13 2.73  0.242
20 H 0.76 -1.21 1.83  0.212
21 H -0.80 0.68 0.27  0.096
22 H -2.08 -0.58 0.70  0.378
23 H 0.12 -1.83 -2.25  0.388
24 H -1.06 -0.43 -2.09  -0.038
25 H 2.80 -1.47 -1.03  0.387
26 H 4.74 0.48 -0.97  0.316
27 H 3.97 3.10 -1.53  0.355
28 H 1.38 3.62 -2.04  0.371
29 H -0.19 1.75 -2.05  0.292
30 C -6.93 1.51 -3.64  -1.411
31 C -6.79 -0.01 -3.79  -0.300
32 N -5.50 -0.44 -4.31  0.135
33 C -5.47 -1.86 -4.68  -0.672
34 C -5.64 -2.88 -3.56  -0.931
35 C -4.32 0.04 -3.60  -1.083
36 C -4.19 -0.32 -2.12  -0.667
37 H -6.75 2.01 -4.60  0.328
38 H -7.94 1.75 -3.31  0.430
39 H -6.23 1.91 -2.90  0.276
40 H -7.57 -0.33 -4.48  0.465
41 H -7.01 -0.47 -2.82  0.251
42 H -4.54 -2.07 -5.22  0.334
43 H -6.26 -2.02 -5.42  0.399
44 H -4.73 -2.99 -2.97  0.206
45 H -5.85 -3.86 -3.99  0.393
46 H -6.47 -2.64 -2.89  0.265
47 H -4.28 1.13 -3.69  0.407
48 H -3.42 -0.30 -4.12  0.339
49 H -5.13 -0.21 -1.58  0.388
50 H -3.46 0.34 -1.64  0.224
51 H -3.83 -1.34 -1.98  0.242
52 C 3.46 1.56 3.10  -1.286
53 C 3.61 0.05 2.96  0.420
54 N 4.90 -0.38 2.42  0.253
55 C 4.93 -1.80 2.07  -0.293
56 C 4.78 -2.81 3.20  -1.158
57 C 6.09 0.12 3.11  -0.713
58 C 6.24 -0.23 4.59  -0.974
59 H 3.62 2.06 2.13  0.214
60 H 2.45 1.80 3.44  0.264
61 H 4.16 1.98 3.82  0.411
62 H 2.82 -0.29 2.29  -0.446
63 H 3.41 -0.41 3.94  0.246
64 H 5.85 -2.01 1.51  0.467
65 H 4.12 -1.98 1.34  -0.071
66 H 5.70 -2.91 3.77  0.253
67 H 4.57 -3.80 2.78  0.451
68 H 3.97 -2.57 3.88  0.257
69 H 6.11 1.21 3.01  0.394
70 H 6.98 -0.22 2.58  0.396
71 H 5.30 -0.11 5.15  0.247
72 H 6.97 0.44 5.05  0.369
73 H 6.61 -1.24 4.74  0.279

- What is the E_tot in the second record?
  -67111.6275 eV